Density functional theory data (wB97M-V/def2-TZVPD) for C5H8N2 in the gas phase.

```
15
Properties=species:S:1:pos:R:3:mulliken_charge:R:1
C 1.5825 -0.0002 -1.2873 -0.978
C 0.5329 -0.9204 -0.6737 -0.563
N -0.3216 -0.2392 0.2842 0.172
C -1.4012 0.5649 0.0030 -0.179
C -1.8375 1.0329 1.2120 -0.465
N -1.0547 0.5471 2.2301 -0.630
C -0.1609 -0.2042 1.6349 -0.013
H 2.2259 -0.5622 -1.9725 0.337
H 1.1114 0.8147 -1.8463 0.301
H 2.2103 0.4408 -0.5069 0.303
H 1.0088 -1.7541 -0.1481 0.323
H -0.1016 -1.3559 -1.4531 0.315
H -1.7435 0.7128 -1.0118 0.374
H -2.6775 1.6870 1.4096 0.374
H 0.6266 -0.7639 2.1260 0.329
```

Energy above the lowest of the compared OMol25 structures with the same formula, charge and spin ... 0.124 eV
Charge ... 0
Structure (SMILES) ... CCn1ccnc1
E_tot ... -8294.8724 eV
HOMO level ... -8.7 eV
Maximum force ... 0.24 eV Å⁻¹


Density functional theory data (wB97M-V/def2-TZVPD) for C5H8N2 in the gas phase.

```
15
Properties=species:S:1:pos:R:3:mulliken_charge:R:1
C 2.0387 0.2072 0.0704 -0.822
N 1.5554 1.3795 -0.6304 -0.522
C 0.4320 1.3731 -1.2188 0.071
C -0.5692 0.2823 -1.3615 -0.528
C -1.1704 -0.3717 -0.3580 0.208
C -0.8665 -0.0744 1.0548 -0.494
N -1.2561 -1.0655 1.8283 -0.241
H 1.5901 -0.7406 -0.2582 0.314
H 3.1252 0.1542 -0.0511 0.304
H 1.8164 0.3298 1.1351 0.276
H 0.1630 2.2938 -1.7499 0.366
H -0.8492 0.0478 -2.3900 0.336
H -1.9093 -1.1448 -0.6154 0.288
H -1.1199 -1.0077 2.8289 0.249
H -1.6923 -1.9324 1.5022 0.195
```

Energy above the lowest of the compared OMol25 structures with the same formula, charge and spin ... 3.284 eV
Charge ... 0
E_tot ... -8291.7121 eV
HOMO level ... -8.4 eV
Maximum force ... 0.45 eV Å⁻¹


Please write out number 1 again, unchanged.
Density functional theory data (wB97M-V/def2-TZVPD) for C5H8N2 in the gas phase.

```
15
Properties=species:S:1:pos:R:3:mulliken_charge:R:1
C 1.5825 -0.0002 -1.2873 -0.978
C 0.5329 -0.9204 -0.6737 -0.563
N -0.3216 -0.2392 0.2842 0.172
C -1.4012 0.5649 0.0030 -0.179
C -1.8375 1.0329 1.2120 -0.465
N -1.0547 0.5471 2.2301 -0.630
C -0.1609 -0.2042 1.6349 -0.013
H 2.2259 -0.5622 -1.9725 0.337
H 1.1114 0.8147 -1.8463 0.301
H 2.2103 0.4408 -0.5069 0.303
H 1.0088 -1.7541 -0.1481 0.323
H -0.1016 -1.3559 -1.4531 0.315
H -1.7435 0.7128 -1.0118 0.374
H -2.6775 1.6870 1.4096 0.374
H 0.6266 -0.7639 2.1260 0.329
```

Energy above the lowest of the compared OMol25 structures with the same formula, charge and spin ... 0.124 eV
Charge ... 0
Structure (SMILES) ... CCn1ccnc1
E_tot ... -8294.8724 eV
HOMO level ... -8.7 eV
Maximum force ... 0.24 eV Å⁻¹


charge of number 1 (C5H8N2)?
0


Which value of maximum force does entry 1 give?
0.24 eV Å⁻¹


Repeat the first record exactly.
Density functional theory data (wB97M-V/def2-TZVPD) for C5H8N2 in the gas phase.

```
15
Properties=species:S:1:pos:R:3:mulliken_charge:R:1
C 1.5825 -0.0002 -1.2873 -0.978
C 0.5329 -0.9204 -0.6737 -0.563
N -0.3216 -0.2392 0.2842 0.172
C -1.4012 0.5649 0.0030 -0.179
C -1.8375 1.0329 1.2120 -0.465
N -1.0547 0.5471 2.2301 -0.630
C -0.1609 -0.2042 1.6349 -0.013
H 2.2259 -0.5622 -1.9725 0.337
H 1.1114 0.8147 -1.8463 0.301
H 2.2103 0.4408 -0.5069 0.303
H 1.0088 -1.7541 -0.1481 0.323
H -0.1016 -1.3559 -1.4531 0.315
H -1.7435 0.7128 -1.0118 0.374
H -2.6775 1.6870 1.4096 0.374
H 0.6266 -0.7639 2.1260 0.329
```

Energy above the lowest of the compared OMol25 structures with the same formula, charge and spin ... 0.124 eV
Charge ... 0
Structure (SMILES) ... CCn1ccnc1
E_tot ... -8294.8724 eV
HOMO level ... -8.7 eV
Maximum force ... 0.24 eV Å⁻¹